ORCA calculation (ωB97M-V/def2-TZVPD) on a molecular structure, C10H14F12InN4O10S4 at a distorted geometry.

XYZ file:
```
55
C10H14F12InN4O10S4 (ωB97M-V/def2-TZVPD)
In -1.584 -0.579 0.529
S -1.886 -3.573 3.442
S 0.389 -2.401 3.448
S -0.312 1.660 -2.784
S -2.838 1.932 -2.496
F -1.175 0.329 -4.936
F -4.361 0.545 -0.808
F 1.984 -3.479 1.487
F -4.086 -4.767 2.618
F 0.901 0.834 -4.995
F -2.271 -5.604 1.641
F -4.826 0.089 -2.960
F 0.222 -0.833 -3.717
F -3.139 -3.685 0.956
F -5.436 1.980 -2.017
F 2.696 -3.847 3.635
F 1.032 -5.002 2.823
O -2.972 2.032 -3.933
O -0.372 2.964 -3.399
O -0.105 1.886 1.139
O 0.904 -1.145 2.926
O -1.159 -4.601 4.098
O 0.926 1.396 -2.043
O -2.785 -2.813 4.240
O 0.308 -2.540 4.908
O -2.835 3.140 -1.605
O 1.215 -0.873 -0.199
N -1.129 -2.632 2.554
N 3.510 -0.707 0.029
N -1.686 0.963 -1.934
N -0.647 3.910 0.208
C -4.471 1.031 -2.051
C 3.467 -0.190 1.371
C -0.053 0.371 -4.212
C -2.907 -4.471 2.061
C -0.300 5.196 -0.437
C 2.739 -1.670 -1.954
C 1.738 3.255 0.749
C 0.189 3.045 0.742
C 2.370 -1.054 -0.637
C 1.582 -3.792 2.798
H 2.012 3.436 1.788
H 2.522 0.349 1.430
H 2.359 2.418 0.430
H 4.069 0.713 1.468
H 0.370 5.098 -1.292
H 2.994 -0.821 -2.588
H 3.625 -2.302 -1.888
H 4.385 -1.149 -0.216
H 0.118 5.912 0.271
H -1.247 5.617 -0.773
H 2.028 4.105 0.132
H -1.607 3.598 0.209
H 1.881 -2.247 -2.297
H 3.657 -1.027 2.042
```

- Charge: +1
- Energy relative to the best compared isomer or geometry (same formula, charge and spin): 7.6 kcal per mole

---

ORCA calculation (ωB97M-V/def2-TZVPD) on a molecular structure, C27H33BrIrN3O2Se2.

XYZ file:
```
69
C27H33BrIrN3O2Se2 (ωB97M-V/def2-TZVPD)
Ir 1.103 -1.292 -0.382
Br -0.825 2.181 -6.206
Se 0.039 -3.037 0.882
Se 3.038 -2.689 -0.668
O 1.537 0.044 -2.002
O -0.729 -0.253 -0.701
N -3.435 0.428 -0.490
N -4.292 -0.231 -2.468
N 0.864 3.461 0.643
C 1.234 -4.554 0.546
C 3.078 -0.334 3.310
C 2.903 1.028 3.472
C 2.805 0.632 -2.392
C -5.234 -0.450 -1.467
C 4.681 -2.024 0.123
C -7.260 -1.062 -0.406
C -3.284 0.314 -1.876
C 1.596 1.131 1.407
C -5.485 -0.077 0.935
C -6.756 -0.606 0.822
C 0.794 2.043 0.466
C 1.782 -0.255 1.255
C -4.738 -0.021 -0.234
C 2.175 1.729 2.529
C 0.135 -2.914 2.821
C 2.518 -0.955 2.205
C -2.025 0.645 -2.557
C -0.825 1.420 -4.491
C -0.811 0.322 -1.981
C 2.087 4.136 0.265
C 0.395 1.080 -3.910
C 0.081 4.067 1.699
C -6.514 -0.993 -1.563
C -2.023 1.190 -3.839
C 0.382 0.510 -2.654
C 2.698 -4.186 0.556
H 2.905 4.063 0.993
H 2.704 1.715 -2.418
H 5.010 -1.181 -0.478
H 3.514 0.348 -1.621
H -0.256 1.762 0.544
H -5.104 0.280 1.883
H 3.056 -3.909 1.546
H 2.677 -2.017 2.095
H 3.301 -5.016 0.190
H -3.031 1.194 0.030
H 5.409 -2.829 0.045
H 2.449 3.730 -0.683
H 4.519 -1.720 1.152
H 1.107 -3.230 3.183
H -0.051 -1.880 3.096
H 1.311 1.249 -4.455
H 1.109 1.835 -0.558
H -0.900 3.590 1.744
H -1.617 -0.545 -0.399
H 1.008 -5.295 1.312
H -8.262 -1.468 -0.440
H -0.076 5.121 1.467
H 0.915 -4.954 -0.416
H 0.525 4.013 2.702
H -6.899 -1.330 -2.515
H -7.383 -0.667 1.701
H 2.037 2.790 2.661
H 3.643 -0.914 4.028
H 3.105 0.240 -3.360
H 1.877 5.195 0.110
H -0.650 -3.565 3.196
H -2.968 1.424 -4.308
H 3.327 1.542 4.324
```

- Charge: +2
- Energy relative to the best compared isomer or geometry (same formula, charge and spin): 2.7 kcal per mole

---

ORCA calculation (ωB97M-V/def2-TZVPD) on a molecular structure, C23H30CoN8S at a distorted geometry.

XYZ file:
```
63
C23H30CoN8S (ωB97M-V/def2-TZVPD)
Co 0.387 0.619 0.432
S -4.903 0.767 -4.840
N 2.544 0.843 0.677
N -3.306 0.798 -4.974
N 0.377 -1.346 0.389
N -5.027 0.781 -3.242
N 0.664 0.845 2.559
N 0.210 0.809 -1.642
N 0.546 2.723 0.557
N -1.673 0.858 0.253
C -3.943 0.837 0.994
C -0.967 -4.429 0.915
C -1.073 0.831 -2.051
C 1.852 3.133 0.008
C -3.454 0.830 -1.349
C -3.809 0.820 -2.743
C 2.979 2.257 0.535
C -1.403 0.828 -3.413
C 0.382 -2.494 0.373
C 1.792 -0.042 2.892
C 0.404 -3.940 0.403
C 2.971 0.185 1.938
C -2.573 0.860 1.232
C 0.937 0.768 -3.916
C -0.370 0.802 -4.358
C 1.519 -4.341 1.398
C 1.181 0.772 -2.547
C -4.393 0.819 -0.310
C -2.090 0.845 -1.028
C 0.219 3.167 1.926
C 0.713 -4.495 -0.998
C 0.858 2.258 2.958
C -2.800 0.829 -3.759
H 1.792 3.055 -1.076
H -0.164 3.113 -0.059
H 0.538 4.198 2.092
H 0.401 2.455 3.929
H -0.866 3.134 2.029
H -4.632 0.836 1.827
H -5.448 0.794 -0.553
H 2.200 0.755 -2.179
H 1.765 0.743 -4.609
H 1.563 -5.428 1.433
H -2.200 0.890 2.247
H -0.620 0.813 -5.412
H -0.153 0.483 3.045
H 1.443 -1.069 2.804
H 1.697 -4.177 -1.341
H -0.033 -4.186 -1.730
H 1.304 -3.975 2.403
H 3.821 2.331 -0.154
H 2.940 0.312 -0.092
H 3.412 -0.785 1.714
H 3.747 0.778 2.419
H 2.492 -3.968 1.079
H -0.963 -5.518 0.912
H -1.148 -4.089 1.935
H 2.118 0.111 3.923
H 1.922 2.460 3.056
H -1.781 -4.086 0.278
H 2.070 4.176 0.251
H 3.326 2.626 1.496
H 0.706 -5.582 -0.940
```

- Charge: +3

---

ORCA calculation (ωB97M-V/def2-TZVPD) on C6H8 in the gas phase.

XYZ file:
```
14
C6H8 (ωB97M-V/def2-TZVPD)
C -0.226 0.858 -0.062
C -1.688 0.604 0.183
C -1.001 -0.029 -0.989
C 2.209 -1.732 -0.234
C 0.823 0.261 0.880
C 1.605 -0.823 0.276
H 1.506 1.051 1.210
H -0.787 -1.093 -0.949
H -2.394 1.409 0.004
H -1.942 -0.037 1.024
H 0.342 -0.123 1.790
H -1.226 0.347 -1.983
H 2.744 -2.532 -0.694
H 0.035 1.838 -0.454
```

- Energy relative to the best compared isomer or geometry (same formula, charge and spin): 43.2 kcal per mole
- Structure (SMILES): C#CCC1CC1

---

Number 1: calculated total energy -4341.5365 a.u.. Number 2: calculated total energy -8844.0224 a.u.. Number 3: calculated total energy -3112.5880 a.u.. Number 4: calculated total energy -233.3182 a.u..